Here is a structure of composition C44H82Cl12O16S5 in a non-equilibrium geometry from the OMol25 dataset. Energies are from ωB97M-V with the def2-TZVPD basis set.

HOMO energy, eV: -9.17
E_LUMO, eV: -0.311
Gap between HOMO and LUMO, eV: 8.8596

The geometry in XYZ format:
```
159
Properties=species:S:1:pos:R:3:mulliken_charge:R:1
C -0.23084 0.16100 -0.77607 0.430
C 0.18349 1.37961 0.06189 1.069
C -0.47181 1.31750 1.41027 -0.238
S -0.27272 -0.42976 1.91687 0.725
O -1.56347 -0.90970 2.38674 0.051
O 0.92201 -0.59464 2.73152 -0.147
C 0.08386 -1.01653 0.17236 -1.239
H 0.24095 0.09514 -1.75343 -0.150
H -1.31401 0.05683 -0.88803 -0.167
H -0.08354 2.33896 -0.38544 -1.028
H 1.27706 1.33474 0.06932 0.452
H -1.54651 1.44590 1.28536 -0.349
H -0.07320 1.97014 2.18454 0.114
H -0.40168 -1.96325 -0.06395 0.653
H 1.13918 -1.30237 0.18400 0.188
C -0.19156 1.44759 -4.73740 1.769
C -0.32975 0.13862 -5.53191 0.067
C -1.54898 0.28814 -6.40267 -0.822
S -1.34323 1.92735 -7.16489 1.196
O -2.60227 2.64357 -7.16922 -0.686
O -0.58118 1.78318 -8.37959 -0.679
C -0.20686 2.54509 -5.82393 -0.973
H 0.78981 1.34165 -4.27509 -1.329
H -1.00314 1.45836 -4.01017 0.035
H -0.36352 -0.72600 -4.86926 -0.679
H 0.54707 -0.05465 -6.15918 0.488
H -2.37492 0.56217 -5.73665 0.282
H -1.78559 -0.52267 -7.08344 0.588
H -0.38828 3.56719 -5.50229 0.440
H 0.80901 2.50808 -6.21885 0.456
C 4.20879 -4.11363 3.10565 -0.894
C 3.34671 -2.96074 2.51421 -0.050
C 1.86051 -3.28434 2.80414 0.827
S 1.77606 -4.24788 4.36861 1.439
O 0.87124 -5.37945 4.21549 -0.787
O 1.67783 -3.37315 5.50855 -0.684
C 3.45445 -4.91839 4.16088 -0.961
H 5.15082 -3.70939 3.48019 0.367
H 4.59591 -4.76500 2.31944 0.345
H 3.56605 -2.91563 1.45108 0.264
H 3.66789 -2.06858 3.04598 -0.048
H 1.47578 -3.92728 2.01196 0.609
H 1.15407 -2.46024 2.90779 -1.006
H 3.36418 -5.98833 3.98307 0.356
H 3.89245 -4.89738 5.16138 0.482
C -3.00187 -3.31925 5.45701 -0.996
C -1.77654 -3.14711 4.54111 0.691
C -0.72288 -4.18592 4.88340 -0.370
S -1.65216 -5.73055 5.22847 1.170
O -1.15017 -6.47086 6.35503 -0.720
O -2.03268 -6.46115 4.02301 -0.662
C -3.18145 -4.85863 5.72318 -0.859
H -3.86262 -2.92812 4.91976 0.169
H -2.78976 -2.77985 6.37899 0.468
H -1.50756 -2.09345 4.50152 -0.383
H -2.14471 -3.32535 3.52510 -0.179
H -0.28551 -3.91011 5.84335 0.748
H -0.01974 -4.34937 4.07169 -0.232
H -3.50054 -5.01666 6.75335 0.370
H -4.02766 -5.27671 5.17849 0.412
C 5.38773 1.33273 1.61167 -1.153
C 4.16539 0.47497 1.28030 0.170
C 3.10411 1.51044 0.88007 0.394
S 3.32361 2.87017 2.04395 1.063
O 2.33591 2.71324 3.08299 -0.545
O 3.32256 4.09122 1.26941 -0.665
C 4.97255 2.34520 2.67657 -0.748
H 5.68850 1.84819 0.69460 0.340
H 6.20725 0.67024 1.89148 0.543
H 3.79220 -0.02449 2.17699 -0.380
H 4.41185 -0.28379 0.54094 0.535
H 2.05531 1.24531 0.76903 -0.806
H 3.42688 1.92266 -0.07897 0.076
H 4.86951 1.72754 3.57035 0.246
H 5.60951 3.19453 2.90569 0.543
O 0.20393 3.68229 -2.35114 -0.127
C 0.56083 4.70372 -2.87572 0.155
O 1.57198 4.72104 -3.77789 -0.125
C 1.87447 6.09433 -4.10986 -0.533
C 0.60993 6.85657 -3.80727 -0.852
C -0.09573 6.05958 -2.72355 -0.175
H 1.88008 6.21806 -5.19342 0.263
H 2.76642 6.43837 -3.59474 0.358
H -0.05419 7.03198 -4.65091 0.363
H 0.89299 7.82991 -3.39921 0.374
H -1.17709 5.99045 -2.83319 0.448
H 0.03101 6.46699 -1.71961 -0.255
O -1.12600 4.29211 3.43220 -0.435
C -0.99644 5.32868 2.84149 0.366
O -1.80097 6.36521 3.11794 -0.410
C -1.71828 7.39417 2.13705 -0.549
C -0.80979 6.79408 1.03504 -0.383
C -0.02770 5.67917 1.74629 0.990
H -1.37296 8.34765 2.53242 0.294
H -2.68828 7.56898 1.67044 0.285
H -0.18973 7.61202 0.66837 0.393
H -1.38307 6.28270 0.27113 -0.039
H 0.94195 5.97250 2.14615 0.370
H 0.08215 4.81527 1.09262 -0.835
O 1.11817 -5.09126 -5.55074 -0.580
C 1.58145 -4.74437 -4.50170 0.347
O 2.63508 -5.36281 -3.93816 -0.387
C 3.05052 -4.69228 -2.73647 -0.558
C 2.19250 -3.39076 -2.64551 0.304
C 1.07711 -3.60200 -3.64028 1.480
H 4.11939 -4.54510 -2.88209 0.313
H 2.87769 -5.32983 -1.86906 0.258
H 2.87354 -2.57837 -2.89793 0.184
H 1.91017 -3.34215 -1.59489 -0.310
H 0.84704 -2.80601 -4.34025 -0.251
H 0.21492 -4.06927 -3.16542 -0.829
Cl -4.14343 1.18392 1.96807 -0.108
C -4.82195 -0.44828 2.13514 -0.194
C -4.59155 -1.32656 0.93757 0.528
Cl -5.52554 -0.72134 -0.48621 -0.188
H -5.86901 -0.26567 2.37582 0.511
H -4.46430 -0.90447 3.05896 -0.191
H -4.86156 -2.36048 1.14459 0.348
H -3.54772 -1.35522 0.63500 -0.658
Cl -2.25659 -3.94448 0.55403 0.140
C -2.23535 -5.69325 0.70471 -0.659
C -2.04716 -6.46374 -0.59124 -0.649
Cl -0.58773 -5.96725 -1.45175 -0.103
H -3.25525 -5.94045 1.01057 0.290
H -1.62728 -6.11836 1.50129 0.243
H -2.85939 -6.32254 -1.30059 0.311
H -1.95160 -7.51707 -0.33490 0.399
Cl 2.46753 -0.01606 4.94947 -0.117
C 1.27919 1.10018 5.70470 -0.446
C 0.03164 0.92116 4.87354 2.406
Cl -1.46171 1.55635 5.58047 -0.218
H 1.64794 2.11999 5.60277 0.257
H 1.29181 0.87914 6.76801 0.524
H -0.17372 -0.14102 4.77484 -0.890
H 0.22075 1.37035 3.90310 -1.301
Cl -1.43621 -3.30711 -6.01553 -0.116
C -2.94583 -3.12650 -5.11859 -0.543
C -2.86967 -3.26298 -3.62643 -0.791
Cl -1.86553 -1.95679 -2.93235 0.082
H -3.68578 -3.80938 -5.54283 0.476
H -3.42162 -2.18547 -5.40536 0.259
H -2.35169 -4.18125 -3.34171 0.127
H -3.83625 -3.35528 -3.13477 0.473
Cl 3.81908 4.14803 -2.00203 -0.276
C 2.14484 3.60561 -2.06143 1.120
C 1.75909 2.62976 -3.16039 -0.357
Cl 2.49258 1.03499 -2.82989 -0.103
H 1.54587 4.47909 -2.32099 -0.731
H 1.81345 3.20091 -1.10803 -0.365
H 2.19783 2.97229 -4.09805 0.677
H 0.68520 2.56091 -3.31532 0.071
Cl -2.54218 3.90055 -0.16709 -0.173
C -2.96766 2.75537 -1.46729 0.918
C -4.43874 2.81483 -1.74109 -0.433
Cl -4.74431 1.99778 -3.32230 -0.211
H -2.63983 1.75500 -1.19171 -0.657
H -2.37846 3.05388 -2.33264 -0.282
H -4.83693 3.81495 -1.88479 0.422
H -5.02356 2.27735 -0.99793 0.247
```